Record 1
ORCA calculation (wB97M-V/def2-TZVPD) on C64H48I4N6O4SW as an isolated structure in a non-equilibrium geometry.

- net charge = 0
- ΔE to the lowest compared entry with this formula, charge and spin (eV) = 1.435
- E (eV) = -129339.59517
- molecular weight (g/mol) = 1688.65
- HOMO-LUMO gap (alpha / beta) (Ha) = 0.17646 / 0.17416
- E_HOMO (alpha / beta) (eV) = -6.2 / -6.1

CARTESIAN COORDINATES (ANGSTROEM)
W (-0.221, 0.235, 0.107)
I (-4.751, 0.003, -8.743)
C (-3.647, 0.091, -6.939)
C (-4.307, 0.284, -5.738)
C (-3.584, 0.291, -4.561)
C (-2.203, 0.098, -4.568)
C (-1.562, -0.069, -5.793)
C (-2.275, -0.070, -6.978)
C (-1.478, 0.074, -3.275)
C (-0.451, 1.005, -3.100)
C (0.004, 1.885, -4.124)
C (1.044, 2.606, -3.631)
C (1.171, 2.260, -2.260)
C (1.858, 2.945, -1.264)
C (2.843, 3.991, -1.288)
C (2.993, 4.948, -2.302)
C (4.002, 5.889, -2.250)
C (4.873, 5.911, -1.173)
I (6.436, 7.340, -1.098)
C (4.721, 5.011, -0.128)
C (3.717, 4.074, -0.187)
C (0.185, 2.782, 0.591)
N (-0.069, 1.712, 1.514)
C (-0.655, 2.245, 2.625)
C (-1.330, 1.420, 3.488)
C (-1.859, 1.938, 4.766)
C (-3.219, 2.187, 4.914)
C (-3.715, 2.735, 6.084)
C (-2.845, 3.007, 7.125)
I (-3.599, 3.834, 8.922)
C (-1.492, 2.744, 7.010)
C (-1.004, 2.215, 5.828)
C (-1.562, 0.069, 3.101)
C (-1.964, -0.950, 3.989)
C (-2.157, -2.083, 3.242)
C (-1.912, -1.734, 1.890)
N (-1.500, -0.416, 1.806)
C (-2.257, -2.542, 0.791)
C (-2.191, -2.147, -0.547)
C (-2.873, -2.788, -1.617)
C (-2.723, -1.996, -2.720)
C (-1.919, -0.886, -2.346)
N (-1.571, -0.988, -1.001)
C (-3.043, -3.761, 1.118)
C (-4.340, -3.587, 1.600)
C (-5.118, -4.666, 1.972)
C (-4.595, -5.942, 1.861)
I (-5.761, -7.604, 2.471)
C (-3.314, -6.145, 1.381)
C (-2.547, -5.053, 1.008)
C (-0.487, 3.683, 2.607)
C (0.054, 4.032, 1.426)
N (0.286, 1.214, -1.944)
H (-5.375, 0.428, -5.721)
H (-4.089, 0.468, -3.624)
H (-0.492, -0.201, -5.829)
H (-1.763, -0.204, -7.919)
H (-0.428, 1.966, -5.099)
H (1.632, 3.329, -4.155)
H (2.295, 4.974, -3.122)
H (4.107, 6.611, -3.047)
H (5.388, 5.035, 0.722)
H (3.608, 3.371, 0.625)
H (-3.889, 1.973, 4.095)
H (-4.768, 2.952, 6.179)
H (-0.821, 2.949, 7.830)
H (0.051, 2.009, 5.723)
H (-2.070, -0.835, 5.050)
H (-2.449, -3.051, 3.603)
H (-3.418, -3.710, -1.547)
H (-3.116, -2.173, -3.703)
H (-4.734, -2.587, 1.689)
H (-6.119, -4.511, 2.348)
H (-2.911, -7.144, 1.305)
H (-1.541, -5.222, 0.652)
H (-0.786, 4.344, 3.399)
H (0.281, 5.025, 1.093)
O (-3.347, 2.266, -2.051)
C (-2.551, 3.339, -2.227)
C (-2.893, 4.213, -3.248)
C (-2.151, 5.351, -3.498)
C (-1.035, 5.626, -2.712)
C (-0.665, 4.775, -1.698)
C (-1.403, 3.601, -1.411)
C (-0.993, 2.653, -0.435)
O (-1.742, 1.554, -0.196)
N (1.550, 2.455, 0.031)
N (1.734, 1.099, 0.173)
C (2.865, 0.512, -0.146)
C (3.147, -0.728, 0.500)
C (4.455, -1.235, 0.557)
C (4.787, -2.229, 1.451)
C (3.828, -2.720, 2.331)
C (2.513, -2.301, 2.238)
C (2.128, -1.353, 1.288)
O (0.838, -1.059, 1.104)
H (-2.991, 1.747, -1.297)
H (-3.764, 3.970, -3.836)
H (-2.438, 6.019, -4.295)
H (-0.450, 6.512, -2.902)
H (0.219, 4.982, -1.117)
H (3.652, 1.031, -0.696)
H (5.210, -0.794, -0.079)
H (5.795, -2.612, 1.485)
H (4.101, -3.444, 3.082)
H (1.746, -2.709, 2.877)
C (0.119, -3.402, -5.360)
C (1.280, -2.514, -4.932)
C (1.782, -2.883, -3.544)
S (0.441, -2.554, -2.303)
O (0.987, -1.467, -1.412)
C (0.565, -4.126, -1.331)
C (1.754, -4.223, -0.393)
C (3.088, -4.534, -1.056)
H (-0.176, -3.190, -6.385)
H (-0.739, -3.233, -4.715)
H (0.395, -4.453, -5.303)
H (0.961, -1.471, -4.939)
H (2.101, -2.624, -5.643)
H (2.629, -2.269, -3.251)
H (2.044, -3.937, -3.519)
H (0.517, -4.945, -2.047)
H (-0.356, -4.116, -0.748)
H (1.543, -4.999, 0.348)
H (1.832, -3.277, 0.141)
H (3.010, -5.401, -1.710)
H (3.832, -4.748, -0.293)
H (3.449, -3.684, -1.625)

***

Record 2
ORCA calculation (wB97M-V/def2-TZVPD) on C64H51Cl2N7O3PReS2 as an isolated structure in a non-equilibrium geometry.

- net charge = +3
- ΔE to the lowest compared entry with this formula, charge and spin (eV) = 0.415
- E (eV) = -141884.13075
- molecular weight (g/mol) = 1318.38
- 2S+1 = 2
- <S²> = 0.774
- HOMO-LUMO gap (alpha / beta) (Ha) = 0.23877 / 0.15106
- E_HOMO (alpha / beta) (eV) = -13.9 / -13.8

CARTESIAN COORDINATES (ANGSTROEM)
Re (-1.209, 0.115, 1.624)
N (0.810, -1.946, 1.784)
C (0.641, -1.690, 3.208)
N (1.210, -2.391, 4.126)
C (0.816, -2.048, 5.395)
N (1.418, -2.653, 6.402)
N (-0.165, -1.164, 5.658)
C (-0.707, -0.587, 4.613)
N (-0.302, -0.770, 3.348)
C (-1.910, 0.226, 4.668)
C (-2.561, 0.514, 5.852)
C (-3.765, 1.196, 5.805)
C (-4.273, 1.516, 4.558)
C (-3.558, 1.190, 3.418)
N (-2.367, 0.576, 3.435)
H (1.408, -2.760, 1.609)
H (1.267, -1.087, 1.402)
H (2.133, -3.340, 6.228)
H (1.137, -2.450, 7.348)
H (-2.114, 0.189, 6.781)
H (-4.297, 1.452, 6.710)
H (-5.220, 2.025, 4.447)
H (-3.954, 1.445, 2.452)
Cl (-1.735, 0.623, -3.321)
C (-2.688, -0.366, -2.279)
C (-3.788, -1.075, -2.796)
C (-4.589, -1.820, -1.975)
Cl (-5.927, -2.686, -2.636)
C (-4.344, -1.871, -0.576)
C (-5.119, -2.585, 0.366)
C (-4.769, -2.544, 1.687)
C (-3.678, -1.758, 2.095)
N (-2.945, -1.066, 1.247)
C (-3.246, -1.143, -0.088)
C (-2.381, -0.416, -0.939)
O (-1.355, 0.215, -0.391)
H (-4.005, -1.016, -3.854)
H (-5.977, -3.153, 0.034)
H (-5.329, -3.088, 2.433)
H (-3.401, -1.710, 3.139)
C (-2.199, -7.147, -3.739)
C (-1.549, -5.877, -3.312)
C (-1.948, -5.215, -2.140)
C (-1.333, -4.057, -1.742)
C (-0.296, -3.511, -2.533)
C (0.131, -4.174, -3.703)
C (-0.492, -5.336, -4.073)
S (0.369, -2.070, -1.910)
O (-0.463, -1.938, 1.210)
C (1.303, -1.307, -3.166)
C (0.777, -1.116, -4.470)
C (1.466, -0.359, -5.361)
C (2.689, 0.264, -5.002)
C (3.392, 1.082, -5.916)
C (4.579, 1.655, -5.563)
C (5.129, 1.429, -4.281)
C (4.476, 0.647, -3.374)
C (3.226, 0.052, -3.705)
C (2.508, -0.757, -2.782)
C (3.169, -1.112, -1.488)
C (4.122, -2.179, -1.512)
C (4.406, -2.900, -2.697)
C (5.321, -3.914, -2.688)
C (6.003, -4.256, -1.502)
C (5.756, -3.572, -0.346)
C (4.813, -2.520, -0.323)
C (4.563, -1.784, 0.866)
C (3.662, -0.765, 0.880)
C (2.950, -0.449, -0.304)
S (1.739, 0.858, -0.223)
O (0.995, 0.487, 1.099)
C (2.759, 2.232, 0.226)
C (3.052, 2.533, 1.547)
C (3.849, 3.632, 1.814)
C (4.355, 4.430, 0.786)
C (5.232, 5.607, 1.091)
C (4.033, 4.102, -0.531)
C (3.229, 3.012, -0.821)
H (-3.137, -7.321, -3.217)
H (-1.532, -7.988, -3.525)
H (-2.377, -7.153, -4.814)
H (-2.752, -5.631, -1.547)
H (-1.620, -3.543, -0.827)
H (0.949, -3.775, -4.286)
H (-0.167, -5.858, -4.963)
H (-0.172, -1.557, -4.738)
H (1.077, -0.208, -6.360)
H (2.976, 1.242, -6.902)
H (5.112, 2.277, -6.269)
H (6.082, 1.874, -4.025)
H (4.913, 0.469, -2.400)
H (3.908, -2.635, -3.620)
H (5.537, -4.454, -3.600)
H (6.730, -5.056, -1.515)
H (6.286, -3.820, 0.565)
H (5.120, -2.033, 1.760)
H (3.490, -0.192, 1.782)
H (2.642, 1.937, 2.353)
H (4.082, 3.883, 2.841)
H (5.059, 5.983, 2.097)
H (5.066, 6.417, 0.383)
H (6.283, 5.319, 1.020)
H (4.404, 4.719, -1.339)
H (2.970, 2.777, -1.847)
C (-0.290, 3.332, 0.472)
P (-1.717, 2.417, 1.129)
C (-3.002, 2.628, -0.149)
C (-4.191, 1.897, -0.102)
C (-5.173, 2.062, -1.066)
C (-4.980, 2.958, -2.107)
C (-3.802, 3.683, -2.174)
C (-2.821, 3.519, -1.205)
C (-2.196, 3.509, 2.505)
C (-1.379, 3.534, 3.636)
C (-1.692, 4.355, 4.705)
C (-2.825, 5.160, 4.653)
C (-3.633, 5.149, 3.527)
C (-3.320, 4.327, 2.451)
H (-0.545, 4.385, 0.362)
H (0.015, 2.930, -0.496)
H (0.527, 3.253, 1.186)
H (-4.367, 1.164, 0.674)
H (-6.088, 1.487, -1.004)
H (-5.745, 3.089, -2.861)
H (-3.643, 4.385, -2.981)
H (-1.916, 4.103, -1.291)
H (-0.497, 2.901, 3.681)
H (-1.053, 4.376, 5.578)
H (-3.067, 5.806, 5.486)
H (-4.506, 5.786, 3.480)
H (-3.957, 4.327, 1.575)

***

Record 3
ORCA calculation (wB97M-V/def2-TZVPD) on C64H55GeN7O2P2S2Se2Y as an isolated structure in a non-equilibrium geometry.

- net charge = +1
- ΔE to the lowest compared entry with this formula, charge and spin (eV) = 1.169
- E (eV) = -310289.95063
- molecular weight (g/mol) = 1399.71
- HOMO-LUMO gap (Ha) = 0.27652
- E_HOMO (eV) = -9.8

CARTESIAN COORDINATES (ANGSTROEM)
Y (1.596, -2.012, -0.465)
N (4.059, -1.273, 0.306)
C (4.769, -0.432, -0.609)
C (6.121, -0.469, -0.790)
C (6.741, 0.386, -1.731)
C (6.001, 1.275, -2.452)
C (4.596, 1.333, -2.280)
C (3.759, 2.227, -2.987)
C (2.415, 2.206, -2.759)
C (1.889, 1.274, -1.845)
N (2.628, 0.424, -1.172)
C (3.975, 0.462, -1.366)
H (3.662, -0.716, 1.059)
H (4.662, -1.949, 0.751)
H (6.724, -1.149, -0.196)
H (7.815, 0.340, -1.859)
H (6.474, 1.942, -3.165)
H (4.196, 2.916, -3.701)
H (1.744, 2.876, -3.280)
H (0.820, 1.224, -1.668)
Se (0.033, 1.582, 5.598)
P (-0.295, 2.187, 3.621)
C (0.717, 3.603, 3.105)
C (0.715, 4.040, 1.776)
C (1.475, 5.144, 1.419)
C (2.227, 5.815, 2.377)
C (2.223, 5.383, 3.696)
C (1.468, 4.276, 4.062)
C (-2.011, 2.656, 3.312)
C (-2.968, 1.664, 3.110)
C (-4.307, 2.007, 3.004)
C (-4.692, 3.338, 3.107)
C (-3.739, 4.327, 3.309)
C (-2.396, 3.988, 3.412)
C (0.031, 0.913, 2.371)
C (0.721, -0.302, 2.348)
N (0.685, -0.697, 1.051)
N (-0.014, 0.183, 0.344)
N (-0.422, 1.148, 1.112)
P (1.634, -1.366, 3.496)
Se (2.492, -3.011, 2.405)
C (0.553, -2.070, 4.763)
C (0.713, -1.830, 6.123)
C (-0.115, -2.470, 7.035)
C (-1.109, -3.330, 6.595)
C (-1.263, -3.580, 5.236)
C (-0.418, -2.968, 4.325)
C (2.945, -0.374, 4.223)
C (3.777, -0.973, 5.169)
C (4.830, -0.252, 5.710)
C (5.068, 1.052, 5.291)
C (4.257, 1.637, 4.330)
C (3.191, 0.927, 3.797)
H (0.119, 3.519, 1.038)
H (1.475, 5.488, 0.391)
H (2.813, 6.681, 2.093)
H (2.809, 5.907, 4.440)
H (1.461, 3.920, 5.087)
H (-2.664, 0.625, 3.046)
H (-5.051, 1.236, 2.843)
H (-5.738, 3.605, 3.029)
H (-4.041, 5.363, 3.388)
H (-1.650, 4.759, 3.569)
H (1.467, -1.139, 6.470)
H (0.014, -2.282, 8.095)
H (-1.758, -3.818, 7.313)
H (-2.028, -4.265, 4.889)
H (-0.487, -3.207, 3.270)
H (3.603, -1.999, 5.472)
H (5.469, -0.710, 6.455)
H (5.893, 1.611, 5.717)
H (4.441, 2.653, 4.005)
H (2.549, 1.399, 3.064)
C (-2.112, -2.229, 1.101)
C (-1.357, -3.496, 0.847)
N (-0.129, -3.585, 0.426)
C (0.286, -4.901, 0.293)
C (-0.647, -5.814, 0.646)
S (-2.075, -5.027, 1.143)
C (1.601, -5.218, -0.290)
C (2.066, -6.460, -0.554)
S (3.563, -6.375, -1.369)
C (3.509, -4.666, -1.325)
N (2.446, -4.206, -0.725)
C (4.580, -3.817, -1.934)
H (-1.877, -1.480, 0.349)
H (-1.849, -1.821, 2.081)
H (-3.187, -2.412, 1.089)
H (-0.576, -6.892, 0.624)
H (1.602, -7.411, -0.335)
H (4.783, -4.133, -2.957)
H (5.510, -3.899, -1.369)
H (4.273, -2.776, -1.959)
O (0.198, -3.325, -2.175)
C (0.423, -2.265, -2.788)
O (1.516, -1.610, -2.559)
C (-0.636, -1.633, -3.659)
C (-1.693, -0.996, -2.739)
Ge (-2.959, 0.207, -3.662)
C (-2.604, 0.063, -5.578)
C (-3.000, -1.117, -6.215)
C (-2.717, -1.331, -7.558)
C (-2.040, -0.361, -8.286)
C (-1.656, 0.823, -7.673)
C (-1.938, 1.035, -6.326)
C (-2.685, 2.015, -2.986)
C (-3.670, 2.671, -2.249)
C (-3.451, 3.954, -1.758)
C (-2.247, 4.600, -2.001)
C (-1.253, 3.957, -2.725)
C (-1.470, 2.673, -3.207)
C (-4.802, -0.329, -3.338)
C (-5.819, 0.399, -3.965)
C (-7.153, 0.066, -3.771)
C (-7.489, -1.005, -2.950)
C (-6.491, -1.740, -2.328)
C (-5.155, -1.403, -2.522)
H (-1.073, -2.403, -4.296)
H (-0.182, -0.872, -4.293)
H (-1.191, -0.373, -1.992)
H (-2.239, -1.774, -2.200)
H (-3.549, -1.872, -5.657)
H (-3.034, -2.248, -8.039)
H (-1.820, -0.525, -9.335)
H (-1.148, 1.590, -8.246)
H (-1.657, 1.975, -5.866)
H (-4.617, 2.179, -2.054)
H (-4.223, 4.451, -1.184)
H (-2.084, 5.602, -1.622)
H (-0.310, 4.457, -2.918)
H (-0.678, 2.171, -3.757)
H (-5.563, 1.233, -4.614)
H (-7.931, 0.639, -4.262)
H (-8.530, -1.266, -2.800)
H (-6.751, -2.581, -1.695)
H (-4.383, -1.990, -2.031)

***

Q: Which value of net charge does entry 1 give?
A: 0